Computed, not measured: C28H31N6O6S7Se2Sm as an isolated structure at a distorted geometry, with ωB97M-V with the def2-TZVPD basis set.

Output
energy above the lowest of the compared OMol25 structures with the same formula, charge and spin: 89.77 kJ/mol
net charge: -2
2S+1: 6
gap between HOMO and LUMO (alpha / beta): 5.41 / 5.42 eV
E_HOMO (alpha / beta): -2.4 / -2.4 eV

Each line ends with the Löwdin charge.
Cartesian coordinates (Å):
Sm -0.284965 -0.612936 -2.023289  1.1435
S -2.629064 -2.343986 -1.815666  0.5174
C -3.377665 -1.637874 -3.140736  -0.8609
C -4.800236 -1.292901 -3.177467  -0.2704
N -5.936584 -0.996059 -3.250857  0.1236
C -2.760687 -1.412279 -4.383749  -0.8553
S -1.131953 -1.096124 -4.699689  0.4878
C -3.519397 -1.506572 -5.657032  -0.2996
N -4.188151 -1.486482 -6.625193  0.1093
C -0.539020 -3.715416 3.078303  -0.4024
Se -1.928313 -3.436917 1.699284  0.8817
C -2.801747 -5.218801 1.415989  -0.5678
C -2.620447 -5.673689 0.023413  -0.5893
Se -4.304816 -6.344762 -0.827531  0.8753
C -4.133313 -8.222199 -0.321980  -0.4423
H -0.746810 -4.645108 3.596848  0.0032
H -0.817033 -2.794081 3.622684  -0.0035
H 0.473041 -3.595873 2.664758  -0.0138
H -3.812689 -4.958313 1.608002  0.0090
H -2.395484 -5.808491 2.283132  0.0691
H -1.959986 -6.545632 0.035520  0.0558
H -2.169403 -4.997773 -0.712969  0.0047
H -3.662376 -8.293196 0.661739  0.0168
H -3.396738 -8.609048 -1.030296  0.0082
H -5.117431 -8.594625 -0.340960  -0.0195
N -0.080058 -0.686808 1.733524  -0.0397
C -0.021610 -0.759139 0.582451  -0.2900
H 0.240917 0.578184 2.996476  -0.0379
O 1.392134 -2.149036 -1.773264  -0.7566
S 2.323510 -3.287142 -1.463860  1.0067
C 3.973259 -2.542295 -1.851109  -0.2983
C 4.207501 -1.611186 -0.701229  -0.2751
C 3.773989 -2.271031 0.587625  -0.2338
C 2.749915 -3.343116 0.326730  -0.3060
H 4.009761 -2.026121 -2.811098  0.0969
H 4.731631 -3.388748 -1.878616  0.1106
H 3.671002 -0.711525 -0.911819  0.0440
H 5.243670 -1.260647 -0.605437  0.1236
H 3.281358 -1.463336 1.202105  0.1345
H 4.601738 -2.668893 1.192809  0.1123
H 1.863585 -3.307905 0.989536  0.0794
H 3.072228 -4.385264 0.509255  0.0922
S 0.592595 6.270402 -0.858527  0.5547
C 1.389887 4.828974 -1.194213  -1.0433
S 0.566827 3.349194 -1.538069  0.9729
C 2.104694 2.451091 -1.725869  -1.1136
N 3.108632 3.231711 -1.420695  -0.0224
N 2.741479 4.499144 -0.979879  -0.1329
C 3.855782 5.332024 -0.639014  -0.2009
C 3.691393 6.716863 -0.717425  -0.0520
C 4.866480 7.469726 -0.860004  -0.0893
C 6.119520 6.842878 -0.768982  -0.1380
C 6.239003 5.481846 -0.643485  -0.1086
C 5.094057 4.746039 -0.378722  -0.0334
S 2.170051 0.982934 -2.523636  0.4999
H 2.697887 7.202358 -0.871291  0.0126
H 4.908054 8.556143 -1.015124  0.0980
H 6.983003 7.463367 -0.972514  0.0862
H 7.218027 4.992700 -0.738325  0.1039
H 5.047295 3.638895 -0.190096  0.1207
N -4.407714 2.386666 0.600169  0.1103
C -3.548077 2.488579 1.651676  -0.3214
C -2.284470 3.101155 1.426517  -0.0185
C -1.309794 3.012018 2.405204  -0.0965
C -1.644305 2.427076 3.594697  -0.2613
C -2.969479 1.979781 3.929990  -0.0748
C -3.892880 1.980571 2.922712  -0.0557
S -0.229252 1.824817 4.705134  0.6130
O -0.837258 0.788107 5.487625  -0.3257
O 0.704821 1.172664 3.578219  -0.2034
O 0.658388 2.760704 5.310014  -0.3097
H -4.021634 2.532203 -0.367618  0.0596
H -5.326882 1.951443 0.763068  0.1049
H -2.075048 3.447589 0.361835  0.1225
H -0.255289 3.372234 2.282666  0.1371
H -3.278589 1.726737 4.981781  0.1224
H -4.961069 1.775889 2.977388  0.1036
O -3.452358 2.305649 -1.987716  -0.0456
C -2.521209 1.566134 -2.354222  -0.5299
O -1.573913 1.180238 -1.615575  -0.3087
H -2.641920 1.286600 -3.424028  0.1203

Atoms 1-6, force components in eV/Å:
-0.6 -0.1 0.4
1.1 0.2 1.6
-1.1 0.7 -3.3
-2.0 -0.1 0.0
2.7 -0.7 0.3
-1.8 -0.5 -0.4

***

Computed, not measured: C28H22ClF3N3O7PmS as an isolated structure at a distorted geometry, with ωB97M-V with the def2-TZVPD basis set.

Output
energy above the lowest of the compared OMol25 structures with the same formula, charge and spin: 0.00 kJ/mol
2S+1: 5
gap between HOMO and LUMO (alpha / beta): 8.24 / 8.75 eV
E_HOMO (alpha / beta): -8.9 / -8.9 eV

Each line ends with the Löwdin charge.
Cartesian coordinates (Å):
Pm -0.431610 0.177442 -2.727876  1.7953
O -3.358567 -3.253504 -7.345977  0.1448
C -2.716395 -4.059652 -6.503590  -0.4846
O -2.705767 -5.247833 -6.681251  0.0936
C -2.110124 -3.447967 -5.284479  -0.0291
C -1.686092 -4.224011 -4.227363  -0.5264
Cl -1.692515 -5.902242 -3.917271  0.8330
N -1.075308 -3.378715 -3.309591  -0.0538
N -1.204388 -2.097501 -3.700959  0.0411
C -1.827714 -2.152623 -4.848776  -0.1644
C -2.175845 -0.840355 -5.398453  -0.5715
O -2.692026 -0.724158 -6.539391  0.0500
O -1.850195 0.102965 -4.630228  -0.1763
C -0.319446 -3.749777 -2.120741  -0.2757
C -1.090327 -4.374870 -1.175044  -0.0348
C -0.348320 -4.752471 -0.010283  -0.0261
C 1.081948 -4.510403 0.055624  -0.0637
C 1.740488 -3.899226 -0.995221  -0.0617
C 0.991452 -3.499045 -2.075342  -0.0472
H -3.199035 -2.320905 -7.161025  0.0579
H -2.105075 -4.573202 -1.274873  0.0944
H -0.802769 -5.298850 0.814330  0.0998
H 1.607020 -4.929373 0.901819  0.0998
H 2.814605 -3.649595 -0.901431  0.1260
H 1.557002 -3.100728 -2.837893  0.0982
C 0.875307 0.485702 1.996711  -0.0189
C -0.245321 -0.550055 1.965645  -0.5616
C 0.283240 -1.707552 2.741272  -0.0505
C -1.536356 0.023333 2.550566  -0.0127
C -0.471320 -0.948005 0.531989  -0.0589
N -0.659566 -1.293845 -0.555983  0.1423
H 0.933000 0.806580 3.085277  0.1325
H 0.626133 1.400467 1.523266  0.0551
H 1.723179 0.081233 1.651406  0.0273
H 0.267953 -1.477886 3.857176  0.1317
H 1.299252 -1.975547 2.442663  0.0930
H -0.216881 -2.613856 2.579634  0.0609
H -1.261281 0.690269 3.406425  0.1129
H -2.201381 -0.718575 2.920836  0.0776
H -2.038612 0.581470 1.783385  0.0811
F 2.807119 0.960495 -0.528393  0.1120
C 3.512590 -0.146418 -0.878806  -0.6426
F 3.446882 -1.084929 0.033495  0.1928
F 4.691005 0.288330 -0.955339  0.2458
C 2.938869 -0.555768 -2.245534  -0.5244
O 3.532832 -1.321009 -2.918163  0.1520
O 1.711750 -0.165776 -2.513939  -0.2691
C 0.820628 6.211159 6.862377  -0.0882
C 0.363752 5.458546 5.647104  -0.7617
O -0.011084 4.344226 5.656971  0.0606
S 0.625192 6.486393 4.193050  1.0114
C 0.348751 5.466386 2.788295  -0.5506
C -0.971423 5.230915 2.432398  -0.1011
C -1.312487 4.390170 1.378315  -0.0380
C -0.274724 3.845466 0.664649  -0.2817
C 1.033736 4.109178 1.006088  -0.0538
C 1.398315 4.848660 2.108896  -0.0663
C -0.579591 2.894481 -0.416789  -0.1694
C -0.793800 2.096502 -1.332312  -0.2108
H 1.374548 5.557407 7.511904  0.0794
H -0.018669 6.708095 7.381822  0.0992
H 1.578608 6.934237 6.512469  0.0599
H -1.856729 5.759587 2.961173  0.1428
H -2.384898 4.222982 1.122587  0.1365
H 1.807350 3.574387 0.484920  0.1133
H 2.433137 4.809165 2.457781  0.1213

Atoms 1-6, force components in eV/Å:
-0.4 -0.5 -0.5
0.2 -0.9 -0.2
-0.9 0.3 -0.4
0.3 0.0 0.2
-0.2 -0.9 0.3
1.6 0.4 1.4

***

Computed, not measured: a 8-piece molecular cluster, C22H46Cl4N2O12S4 overall at a distorted geometry, with ωB97M-V with the def2-TZVPD basis set.

Output
2S+1: 1
gap between HOMO and LUMO: 8.87 eV
E_HOMO: -8.8 eV

Each line ends with the Löwdin charge.
Cartesian coordinates (Å):
O -1.021895 -4.151528 1.988081  -0.2967
S -0.006992 -4.030297 3.018946  0.5724
O 0.154573 -5.088986 3.954684  -0.2545
O 1.384313 -3.873625 2.319285  -0.2785
C 1.437322 -3.101998 1.086745  -0.2307
C 2.859048 -2.525268 1.086277  -0.0508
C -0.141720 -2.403990 3.705513  -0.1127
H 0.696883 -2.324720 1.203077  0.0611
H 1.114778 -3.746324 0.247855  0.1332
H 2.960613 -1.708623 0.363521  0.0494
H 3.718611 -3.213712 0.801978  0.0957
H 3.025987 -2.209705 2.138224  0.0893
H -0.913982 -2.380548 4.477649  0.0813
H -0.298258 -1.705300 2.875390  0.0307
H 0.808659 -2.018006 4.162271  0.1015
O -0.766133 -2.553816 -3.079419  -0.3393
S -1.150919 -3.940917 -3.372539  0.5844
O -0.076638 -4.841802 -3.654572  -0.2664
O -1.943064 -4.474024 -2.142724  -0.2390
C -2.114739 -3.628191 -0.985834  -0.2456
C -3.378955 -2.765730 -1.079594  -0.0469
C -2.350237 -3.919605 -4.679443  -0.0997
H -1.265005 -2.981690 -0.878299  0.0754
H -2.154414 -4.335137 -0.137791  0.1188
H -4.249768 -3.407992 -1.096926  0.0733
H -3.448910 -2.013637 -1.888419  0.0719
H -3.352861 -2.239886 -0.085364  0.0883
H -2.689468 -4.954243 -4.814208  0.0821
H -1.777647 -3.603968 -5.570712  0.0868
H -3.135011 -3.234296 -4.467304  0.0540
O 1.572783 1.503042 5.141849  -0.2770
S 0.237672 2.031481 5.253456  0.5189
O -0.881409 1.196366 4.924079  -0.2873
O -0.072240 2.545951 6.684303  -0.2606
C 1.073277 2.808461 7.583985  -0.1922
C 0.476119 3.313472 8.940607  -0.0427
C 0.067229 3.489763 4.315778  -0.1202
H 1.603731 3.634930 7.168670  0.1017
H 1.710155 1.940335 7.612569  0.1114
H -0.199780 2.586270 9.333079  0.0667
H -0.025209 4.257622 8.797353  0.0725
H 1.315480 3.452629 9.630781  0.0831
H 0.912621 4.175397 4.501158  0.0865
H -0.914351 3.926761 4.486607  0.0815
H 0.110422 3.075481 3.283255  0.0556
O -3.220736 -0.307400 -4.004632  -0.2890
S -2.466841 0.029676 -5.170733  0.5251
O -2.592484 -0.772239 -6.327025  -0.2482
O -2.751561 1.544529 -5.521939  -0.2349
C -3.157177 2.439656 -4.495389  -0.3171
C -3.692297 3.662687 -5.119234  -0.0638
C -0.831885 0.120585 -4.709883  -0.1315
H -2.293653 2.719095 -3.871339  0.0997
H -3.834658 1.932972 -3.809513  0.0797
H -2.862069 4.195531 -5.501339  0.0655
H -4.039863 4.241750 -4.256450  0.0888
H -4.483600 3.526427 -5.910338  0.1128
H -0.509983 -0.842483 -4.346738  0.0370
H -0.781396 0.903821 -3.965507  0.0721
H -0.361825 0.338661 -5.669683  0.0889
N 3.810401 -1.035745 -2.426479  0.0214
C 4.698819 -0.025399 -2.182408  -0.1293
C 4.164893 1.133777 -2.694918  -0.1363
C 2.881917 0.817708 -3.202364  -0.1156
C 2.679923 -0.548767 -3.020463  -0.1220
H 4.113113 -1.957658 -2.192917  0.1439
H 5.665444 -0.210996 -1.762575  0.1100
H 4.480114 2.159235 -2.627603  0.0694
H 2.131089 1.500140 -3.570424  0.0889
H 1.953802 -1.193460 -3.445553  0.0945
N 1.031514 0.725687 -0.051044  0.0375
C 0.784050 1.282760 1.196888  -0.1065
C -0.306006 0.632909 1.706961  -0.1033
C -0.742485 -0.287551 0.697275  -0.1369
C 0.101602 -0.196074 -0.374275  -0.1448
H 1.553971 1.201841 -0.780103  0.1299
H 1.394900 2.099709 1.609130  0.1108
H -0.848381 0.773714 2.657347  0.0899
H -1.474381 -1.028705 0.737031  0.0768
H 0.025272 -0.771906 -1.243058  0.0927
C -2.636697 2.270934 -0.424383  -1.0193
Cl -4.249346 1.811873 -0.934503  0.5651
Cl -1.941209 3.833034 -1.046600  0.4612
H -2.573922 2.401780 0.681851  0.0283
H -1.869096 1.469523 -0.644080  0.0148
C 4.683132 2.580751 0.574744  -1.0436
Cl 6.113017 3.105626 -0.403522  0.4915
Cl 5.048957 1.493324 1.862744  0.5556
H 4.225869 3.480990 1.028682  0.0367
H 4.069065 2.187257 -0.199535  -0.0331

Atoms 1-6, force components in eV/Å:
0.5 0.2 0.8
-0.6 -0.1 -1.2
-0.1 0.4 0.5
0.5 -0.6 -0.4
0.5 -0.4 0.2
0.7 -0.5 -0.3

***

no.,E (Ha)
1,-10113.77386
2,-3537.52126
3,-5311.67391